{
  "formula": "C30H53Cl9F9N5O11",
  "method": "wB97M-V/def2-TZVPD",
  "orbital_gap_ev": 9.28,
  "multiplicity": 1,
  "de_lowest_kcal_mol": 0.00,
  "total_energy_ha": -7316.87708,
  "smiles": "CCOC(=O)C(F)(F)F.CCOC(=O)C(F)(F)F.CCOC(=O)C(F)(F)F.ClC(Cl)Cl.ClC(Cl)Cl.ClC(Cl)Cl.CN(C)C=O.CN(C)C=O.CN(C)C=O.CN(C)C=O.CN(C)C=O",
  "lumo_energy_ev": 0.14,
  "species": ["C", "C", "O", "C", "O", "C", "F", "F", "F", "H", "H", "H", "H", "H", "C", "C", "O", "C", "O", "C", "F", "F", "F", "H", "H", "H", "H", "H", "C", "C", "O", "C", "O", "C", "F", "F", "F", "H", "H", "H", "H", "H", "Cl", "C", "Cl", "Cl", "H", "Cl", "C", "Cl", "Cl", "H", "Cl", "C", "Cl", "Cl", "H", "C", "N", "C", "C", "O", "H", "H", "H", "H", "H", "H", "H", "C", "N", "C", "C", "O", "H", "H", "H", "H", "H", "H", "H", "C", "N", "C", "C", "O", "H", "H", "H", "H", "H", "H", "H", "C", "N", "C", "C", "O", "H", "H", "H", "H", "H", "H", "H", "C", "N", "C", "C", "O", "H", "H", "H", "H", "H", "H", "H"],
  "positions_angstrom": [[-2.51419, -0.60497, 2.67174], [-3.09715, -0.10855, 4.01894], [-3.07833, 1.30385, 4.10970], [-1.99124, 1.92662, 4.49848], [-1.04371, 1.42245, 5.02290], [-2.01251, 3.43668, 4.20660], [-1.16948, 4.08252, 4.97489], [-1.75937, 3.62485, 2.91158], [-3.24520, 3.94603, 4.42844], [-1.81067, 0.11620, 2.26401], [-3.34308, -0.80968, 1.99800], [-2.02078, -1.55672, 2.87295], [-2.61015, -0.61922, 4.85020], [-4.14881, -0.38574, 4.06287], [-1.96641, 6.80648, -1.82654], [-2.17431, 5.58083, -0.93667], [-1.05318, 5.25131, -0.12196], [-0.06702, 4.58466, -0.66337], [0.02648, 4.27189, -1.81618], [1.00051, 4.12414, 0.33768], [0.97082, 2.79128, 0.32023], [2.21324, 4.52803, -0.02287], [0.75186, 4.56320, 1.56378], [-1.43520, 6.45523, -2.71239], [-1.35392, 7.59833, -1.39932], [-2.93030, 7.20588, -2.13559], [-2.43735, 4.76527, -1.61429], [-3.00080, 5.66624, -0.23340], [-2.71386, -0.49411, -4.80057], [-2.20650, -0.27303, -3.40466], [-2.60916, -1.35215, -2.50234], [-3.87162, -1.52955, -2.21773], [-4.82321, -0.92178, -2.59753], [-4.10172, -2.72674, -1.26860], [-4.56506, -2.26626, -0.10220], [-4.98498, -3.57374, -1.78282], [-2.97163, -3.41085, -1.03091], [-2.32803, -1.43303, -5.19098], [-2.34044, 0.36517, -5.36819], [-3.79151, -0.44683, -4.93702], [-2.48061, 0.66588, -2.91515], [-1.12315, -0.33953, -3.29967], [-5.19314, 1.28068, 0.10504], [-4.34944, 2.81557, 0.07901], [-2.62023, 2.50942, 0.31100], [-4.97259, 3.92927, 1.30051], [-4.44525, 3.25308, -0.90691], [2.81611, -3.33021, -5.83276], [2.25272, -1.70278, -5.54588], [0.50827, -1.60384, -5.81607], [3.13177, -0.47082, -6.48894], [2.43573, -1.49898, -4.49744], [3.97168, 0.93626, 4.29458], [3.06702, 1.86782, 3.09279], [3.26996, 1.19792, 1.48309], [3.61173, 3.56707, 3.19203], [2.01757, 1.84020, 3.35661], [3.88942, 3.33335, -3.76083], [2.97101, 4.31770, -4.30668], [2.33238, 3.92632, -5.55965], [2.78991, 5.55065, -3.76278], [2.13948, 6.42775, -4.29037], [3.34914, 2.37364, -3.82650], [4.04522, 3.49198, -2.69847], [4.73508, 3.12299, -4.41726], [1.83606, 4.74808, -6.06904], [3.07672, 3.62738, -6.30143], [1.64017, 3.13790, -5.26837], [3.28975, 5.62644, -2.78280], [2.90669, -3.57801, -0.03897], [3.82707, -3.46987, 1.07422], [4.27174, -2.13462, 1.43071], [4.35370, -4.57941, 1.62711], [5.12589, -4.57082, 2.56814], [2.22210, -2.74755, -0.19692], [2.26123, -4.45584, 0.04750], [3.43243, -3.72436, -0.98958], [4.97478, -1.78810, 0.66723], [3.44062, -1.44475, 1.52541], [4.83400, -2.18003, 2.36169], [4.01525, -5.51886, 1.16941], [-2.32646, -4.34066, 1.86474], [-1.20456, -5.12527, 1.44941], [-0.86692, -5.01727, 0.02805], [-0.33337, -5.73387, 2.30159], [0.63412, -6.35786, 1.92574], [-3.24377, -4.66624, 1.34589], [-2.32925, -3.26098, 1.71045], [-2.62416, -4.64846, 2.87283], [-0.81820, -3.96953, -0.26204], [0.07970, -5.50285, -0.17667], [-1.67531, -5.52862, -0.50029], [-0.62702, -5.57256, 3.35270], [-0.07813, -0.29837, -0.10802], [0.69934, -0.58674, -1.29954], [1.49458, 0.51099, -1.80678], [0.87764, -1.84752, -1.70447], [1.62316, -2.16374, -2.61983], [0.48982, 0.39518, 0.52026], [-0.33867, -1.16589, 0.48859], [-0.96791, 0.30209, -0.33017], [2.34421, 0.68745, -1.14477], [1.90196, 0.30036, -2.79418], [0.92591, 1.43400, -1.91474], [0.22071, -2.55088, -1.18063], [1.52428, -3.45546, 5.07529], [0.83050, -2.59168, 4.14475], [-0.31709, -1.86576, 4.60703], [1.17867, -2.57904, 2.84283], [0.57804, -1.95880, 1.97453], [2.10112, -4.23239, 4.57166], [0.80430, -3.91356, 5.75310], [2.27557, -2.92060, 5.66628], [-0.66368, -1.20624, 3.81358], [-1.14657, -2.49174, 4.95189], [-0.12528, -1.20526, 5.45945], [2.05271, -3.18546, 2.58099]],
  "forces_ev_per_angstrom": [[-0.789, -0.206, 0.889], [-0.051, -1.298, -0.661], [-0.589, 1.021, -0.345], [0.403, -0.401, 0.454], [0.536, -0.225, 0.039], [-1.747, -0.194, -0.009], [0.543, 0.181, -0.104], [0.590, 0.250, -0.004], [0.204, -0.077, 0.081], [0.069, -0.102, -0.152], [0.146, 0.319, -0.366], [-0.120, 0.276, -0.475], [0.185, 0.568, 0.170], [-0.016, 0.206, 0.094], [0.444, -0.497, -0.161], [-0.881, 0.418, -0.637], [0.270, 0.150, 0.731], [-0.099, 0.035, -0.859], [0.124, -0.162, -0.224], [-0.486, 0.552, -0.078], [0.077, -0.347, 0.323], [0.169, 0.005, -0.111], [0.118, -0.152, 0.305], [-0.031, 0.228, -0.094], [-0.190, -0.026, 0.343], [-0.019, 0.033, 0.046], [0.333, -0.282, 0.218], [0.132, 0.313, 0.110], [0.233, 0.810, -0.260], [-0.097, -0.271, 1.013], [0.389, -0.226, 0.220], [-0.212, -0.354, -0.058], [-0.354, 0.605, -0.230], [0.685, 0.012, -0.188], [-0.109, -0.076, 0.212], [-0.169, 0.022, 0.021], [-0.269, 0.131, 0.036], [0.034, 0.074, -0.161], [0.228, -0.346, -0.288], [-0.061, -0.183, 0.463], [-0.386, -0.008, -0.335], [-0.007, 0.000, -0.496], [-0.276, -0.093, -0.034], [0.251, -0.112, 0.092], [0.078, -0.045, -0.036], [0.088, -0.106, -0.201], [-0.205, 0.093, 0.073], [0.209, -0.148, -0.279], [0.059, 0.255, 0.381], [0.059, 0.169, -0.074], [-0.187, -0.309, 0.039], [-0.161, 0.038, -0.018], [-0.163, -0.176, -0.116], [0.362, 0.438, 0.465], [0.126, 0.119, 0.028], [-0.238, -0.350, -0.255], [-0.023, -0.014, -0.026], [-1.676, -1.055, -0.437], [0.542, 0.462, -0.339], [0.291, 0.399, 0.226], [-0.003, -0.697, -0.534], [-0.031, 0.244, 0.353], [0.014, 0.035, 0.282], [0.637, 0.268, -0.104], [0.511, 0.668, 0.404], [-0.311, 0.189, 0.622], [0.078, -0.578, 0.274], [-0.122, -0.229, -0.693], [-0.008, 0.252, 0.008], [-0.022, -0.934, -1.034], [-0.933, 0.519, -0.281], [0.749, -0.462, 0.016], [0.293, 0.073, 0.589], [0.089, -0.062, -0.030], [0.518, 0.213, 0.765], [0.105, -0.067, 0.341], [0.066, 0.258, 0.009], [-0.139, 0.273, -0.053], [-0.139, -0.085, -0.058], [-0.142, -0.050, 0.075], [-0.186, 0.020, -0.099], [-1.847, -1.088, 0.484], [0.895, 0.693, -0.520], [-0.481, -0.537, 0.457], [-0.598, 0.549, -0.594], [0.310, -0.065, 0.419], [0.363, -0.061, -0.411], [0.783, -0.040, 0.177], [0.515, 0.582, 0.292], [-0.080, -0.049, 0.034], [0.019, -0.104, 0.105], [0.232, 0.200, -0.405], [0.110, -0.249, 0.111], [-0.401, 1.208, 0.064], [-0.399, 0.418, 0.626], [0.462, -0.007, -0.472], [-0.083, 0.384, -0.963], [0.016, -0.352, 0.047], [0.257, -0.441, 0.189], [0.069, 0.062, -0.475], [-0.179, -0.306, -0.411], [-0.008, 0.160, 0.059], [-0.094, -0.353, 0.033], [-0.250, -0.074, 0.294], [0.102, -0.121, 0.060], [0.630, -0.022, 0.359], [0.310, -0.497, -0.123], [-0.342, 0.988, 0.376], [-0.408, 0.028, 0.008], [0.181, -0.180, 0.330], [-0.315, -0.048, -0.236], [0.037, -0.085, -0.033], [-0.292, 0.210, 0.108], [0.408, -0.315, 0.272], [0.089, -0.407, -0.328], [0.538, -0.148, -0.041], [0.064, -0.125, 0.296]]
}